Record 1
DFT (wB97M-V/def2-TZVPD) results for a gas-phase ion, C7H13N3 (charge +2) in a non-equilibrium geometry.

Summary:
SMILES: [H]/N=C1/C=[N+](C)C=[NH+]C1(C)C
HOMO energy, eV: -19.08
Relative energy (zero: lowest compared OMol25 entry of this formula, charge and spin), eV: 3.875
Frontier orbital gap, eV: 7.97

Geometry as ORCA input:
```
! wB97M-V def2-TZVPD RIJCOSX def2/J DEFGRID3
* xyz 2 1
C 1.14092 0.78374 0.66842
C -0.76273 -0.06105 1.55096
C 1.04544 0.09638 -0.58137
C -0.29432 -0.61195 -0.80423
C -0.96279 0.33231 -1.91570
C -0.15973 -2.01630 -1.48320
C 0.42646 1.54557 2.89270
N 2.10975 0.07704 -1.22798
N -1.12183 -0.52976 0.41179
N 0.27708 0.79756 1.65377
H 2.11182 1.17185 0.90432
H -1.45829 0.02931 2.42003
H -1.94548 -0.02873 -2.25706
H -0.41329 0.20269 -2.95576
H -0.94271 1.41718 -1.86039
H -1.18142 -2.32006 -2.00623
H 0.11254 -2.79955 -0.84647
H 0.49326 -2.03434 -2.44745
H -0.35341 2.39928 2.90494
H 1.47422 2.03861 2.97730
H 0.18704 1.03550 3.78692
H 2.26175 -0.45599 -2.15463
H -2.04427 -1.06929 0.36934
*
```


Record 2
DFT (wB97M-V/def2-TZVPD) results for C7H13N3O4 in the gas phase in a non-equilibrium geometry.

Summary:
SMILES: NCC(=O)N[C@@H](CCC(N)=O)C(=O)O
HOMO energy, eV: -9.17
Relative energy (zero: lowest compared OMol25 entry of this formula, charge and spin), eV: 3.520
Frontier orbital gap, eV: 9.67

Geometry as ORCA input:
```
! wB97M-V def2-TZVPD RIJCOSX def2/J DEFGRID3
* xyz 0 1
C -3.22357 -0.86036 -1.28467
C -2.04046 -0.52731 -0.40216
C 0.32281 0.08319 -0.05979
C 0.87544 -1.28860 0.02810
C 0.19216 1.00059 1.26777
C 1.52550 1.87785 1.38367
C 2.75288 1.11501 0.65761
H -2.52053 -0.37079 -3.27024
H -4.18319 -0.15187 -2.92979
H -4.06346 -0.61031 -0.68262
H -3.21265 -1.95577 -1.33452
H -0.82514 0.27029 -1.86778
H 1.09735 0.64518 -0.64457
H 0.45388 0.20656 1.90446
H -0.71920 1.62188 1.69407
H 1.44313 2.59015 0.46790
H 1.49823 2.38173 2.35685
H 2.55124 -0.31997 1.81163
H 4.14420 -0.21299 1.19181
H 1.74896 -2.61306 1.06597
N -3.26098 -0.14589 -2.53433
N -0.93730 0.08107 -0.86745
N 3.22007 0.19244 1.37444
O -2.22827 -0.83534 0.75211
O 0.86009 -1.93546 -0.97543
O 3.19070 1.51148 -0.41359
O 1.33812 -1.74973 1.31054
*
```


Record 3
DFT (wB97M-V/def2-TZVPD) results for a gas-phase ion, C7H13N4O (charge +1) in a non-equilibrium geometry.

Summary:
SMILES: CN1CCN[C@@H](N=[N+]=C2CO2)C1
HOMO energy, eV: -12.42
Relative energy (zero: lowest compared OMol25 entry of this formula, charge and spin), eV: 5.830
Frontier orbital gap, eV: 7.96

Geometry as ORCA input:
```
! wB97M-V def2-TZVPD RIJCOSX def2/J DEFGRID3
* xyz 1 1
C -1.09742 -1.15494 -0.11934
C 0.67773 -1.14139 1.31142
C -0.69888 -0.01926 -1.10824
C -1.09900 3.30627 -0.13941
C 1.22779 0.22018 0.57031
C -0.32227 2.29444 0.60308
C 0.81888 -2.64838 -0.66622
N 1.33695 1.16506 1.60441
N 0.55290 2.09827 1.56655
N 0.03272 -1.92331 0.34742
N 0.39036 0.77975 -0.51392
O -1.65614 2.21510 0.64134
H -1.75192 -0.67003 0.71463
H -1.71673 -1.85364 -0.80476
H 1.46377 -1.59364 1.76592
H 0.02332 -1.10477 2.18532
H -0.52738 -0.43438 -2.21780
H -1.74698 0.63504 -1.09747
H -1.11342 4.26929 0.20962
H -1.21311 3.21292 -1.12307
H 2.17296 0.12667 0.07321
H 1.32532 -3.65792 -0.25281
H 0.13022 -3.10846 -1.34225
H 1.74010 -2.24891 -1.09282
H 1.05024 1.23603 -1.11511
*
```


Record 4
DFT (wB97M-V/def2-TZVPD) results for 2 unconnected molecules or ions with the total composition C7H13N4O in a non-equilibrium geometry.

Summary:
HOMO energy, eV: -13.12
Relative energy (zero: lowest compared OMol25 entry of this formula, charge and spin), eV: 4.860
Frontier orbital gap, eV: 8.63

Geometry as ORCA input:
```
! wB97M-V def2-TZVPD RIJCOSX def2/J DEFGRID3
* xyz 1 1
C -1.85857 -0.15578 1.70019
C -0.73470 -0.43767 1.06214
C -0.99461 1.54661 0.59443
C 0.49973 -3.00276 1.96177
C -0.96653 2.94720 0.23637
C 1.19809 0.60152 -0.27461
C 0.99410 0.48684 -1.82980
N -1.99068 1.17456 1.40168
N -0.07921 0.56381 0.41551
N 0.43196 -2.16802 1.02519
N 0.32187 -0.75610 -2.23510
O 0.98521 -2.51703 -0.20077
H -2.58660 -0.79630 2.06225
H 1.21203 -3.78543 1.81362
H -0.05206 -2.99285 2.88596
H -1.53059 3.01921 -0.78762
H -1.57210 3.35782 0.93429
H -0.01251 3.28127 0.14089
H 1.82456 -0.19439 0.15984
H 1.73172 1.60242 -0.18655
H 0.35012 1.37842 -2.12047
H 1.89888 0.67042 -2.28591
H -0.60429 -0.72375 -2.51931
H 0.67122 -1.88241 -0.92554
H 0.86296 -1.21763 -3.02845
*
```


Record 5
DFT (wB97M-V/def2-TZVPD) results for 2 unconnected molecules or ions with the total composition C7H13N8 in a non-equilibrium geometry.

Summary:
HOMO energy (spin up / spin down), eV: -13.17 / -11.87
Frontier orbital gap (spin up / spin down), eV: 9.63 / 6.04

Geometry as ORCA input:
```
! wB97M-V def2-TZVPD RIJCOSX def2/J DEFGRID3
* xyz 1 1
C 0.67270 -2.75843 1.08307
C -2.35687 1.84677 0.84257
C -0.44623 -2.99256 -0.69258
C -3.18636 0.50368 -0.49534
C 1.88301 0.43735 -0.91347
C 0.88803 1.10016 -1.75790
C 2.11591 1.25842 0.35135
N 0.26162 -3.65671 0.23302
N -3.49097 1.57649 0.14696
N 0.29113 -1.53478 0.80222
N -1.38045 1.08974 0.59585
N -0.50328 -1.69610 -0.38100
N -1.88626 0.23318 -0.34257
N -1.19719 -0.78434 -1.00306
N 1.06959 0.96502 1.37924
H 1.26742 -2.86107 1.94648
H -2.18829 2.57697 1.54553
H -0.95379 -3.27393 -1.56089
H -3.84588 -0.10223 -1.05714
H 2.85555 0.21942 -1.56774
H 1.56861 -0.55607 -0.70498
H 0.20691 1.70136 -1.27744
H 0.73506 1.11797 -2.86942
H 3.11991 1.06739 0.88139
H 2.26388 2.30381 -0.06403
H 1.41931 0.81911 2.31039
H 0.62870 -0.17267 1.29920
H 0.18822 1.57204 1.27031
*
```


Record 6
DFT (wB97M-V/def2-TZVPD) results for a molecular structure, C7H13NO in a non-equilibrium geometry.

Summary:
HOMO energy (spin up / spin down), eV: -7.99 / -7.99
Relative energy (zero: lowest compared OMol25 entry of this formula, charge and spin), eV: 3.990
Frontier orbital gap (spin up / spin down), eV: 7.74 / 7.74

Geometry as ORCA input:
```
! wB97M-V def2-TZVPD RIJCOSX def2/J DEFGRID3
* xyz 0 1
C 1.84729 -1.56615 -0.12161
C 0.61637 -0.73332 -0.49967
C -0.57779 -1.23951 0.46367
C -1.74963 -1.58075 -0.08770
O 0.31581 -0.60689 -1.70895
H -0.31073 -1.63190 1.43917
H 2.68825 -1.22902 -0.72728
H 1.64387 -2.61548 -0.33442
H 2.08790 -1.45311 0.93494
H -2.52041 -2.11017 0.45493
H -1.97060 -1.28431 -1.10511
C -1.58664 1.55027 0.43116
N 0.95385 1.96211 -0.91333
C 0.87091 1.05783 0.18223
C -0.32212 0.95871 0.94659
H 0.27220 1.70387 -1.62415
H 1.86030 1.89579 -1.35919
H 1.79358 1.02173 0.75344
H -0.25046 0.76437 2.00882
H -1.75152 1.20125 -0.59204
H -2.43306 1.29672 1.06657
H -1.47737 2.63799 0.39192
*
```


Record 7
DFT (wB97M-V/def2-TZVPD) results for C7H13NO in the gas phase in a non-equilibrium geometry.

Summary:
SMILES: CC1(C)[C@@H]2[C@@](N)(O)[C@]21C
HOMO energy (spin up / spin down), eV: -6.90 / -6.90
Relative energy (zero: lowest compared OMol25 entry of this formula, charge and spin), eV: 7.704
Frontier orbital gap (spin up / spin down), eV: 7.45 / 7.45

Geometry as ORCA input:
```
! wB97M-V def2-TZVPD RIJCOSX def2/J DEFGRID3
* xyz 0 1
C 0.68724 0.10793 1.91117
C -0.86113 -1.52807 -1.58997
C 1.21712 -1.79411 -0.31756
C -0.40504 1.65178 0.12526
C 0.39688 0.41651 0.46213
C 0.11923 -0.81295 -0.67670
N -0.01418 2.46640 -0.99340
C -0.90421 0.20925 -0.03346
O -0.97370 2.40239 1.18173
H -0.29392 2.99432 1.54389
H -0.20352 1.98800 -1.87129
H -0.58131 3.31056 -1.01631
H -1.70099 -0.13240 0.61636
H 0.47228 -0.93693 2.15889
H 1.74038 0.30643 2.12841
H 0.09260 0.71385 2.60278
H 1.58216 -2.31279 -1.21240
H -1.38718 -2.31653 -1.03598
H -0.33804 -2.00138 -2.42901
H -1.61377 -0.86983 -2.03796
H 0.85919 -2.55013 0.38818
H 2.10992 -1.31231 0.09524
*
```


Record 8
DFT (wB97M-V/def2-TZVPD) results for C7H13NO in the gas phase.

Summary:
SMILES: C=C=C(O)N(C)C(C)C
HOMO energy, eV: -8.05
Relative energy (zero: lowest compared OMol25 entry of this formula, charge and spin), eV: 2.555
Frontier orbital gap, eV: 8.84

Geometry as ORCA input:
```
! wB97M-V def2-TZVPD RIJCOSX def2/J DEFGRID3
* xyz 0 1
C 0.94156 0.66000 0.27217
C 0.99449 -1.62806 1.15360
C 0.04396 1.89000 0.37251
C 1.58334 0.57703 -1.11930
C -0.85108 -0.92579 -0.23679
C -2.02456 -0.35087 -0.18194
C -3.18532 0.22285 -0.14207
O -0.63623 -1.96589 -1.12550
N 0.19441 -0.54292 0.62777
H 0.30699 -2.15781 -1.15368
H 1.73457 0.74876 1.02433
H 1.80934 -1.96017 0.49001
H 1.44454 -1.30134 2.09243
H 0.34510 -2.47700 1.36372
H 0.81305 0.46742 -1.88068
H -0.70645 1.87729 -0.41221
H 0.64085 2.79333 0.27479
H -0.46284 1.90119 1.33317
H 2.27004 -0.26589 -1.18592
H 2.14444 1.48451 -1.32619
H -3.41385 1.11085 -0.71545
H -3.98635 -0.15749 0.47525
*
```


Record 9
DFT (wB97M-V/def2-TZVPD) results for C7H13NO in the gas phase in a non-equilibrium geometry.

Summary:
SMILES: C/N=C(/C)C/C(C)=C\O
HOMO energy, eV: -6.65
Relative energy (zero: lowest compared OMol25 entry of this formula, charge and spin), eV: 5.695
Frontier orbital gap, eV: 6.74

Geometry as ORCA input:
```
! wB97M-V def2-TZVPD RIJCOSX def2/J DEFGRID3
* xyz 0 1
C -0.05981 -0.48310 1.09843
C -1.49476 1.94507 -0.32024
C -1.68490 -1.30944 -0.79669
C 2.12225 1.03216 0.81003
C -0.66546 -0.31108 -0.29586
C 1.29864 -0.16717 0.50179
C 1.40118 -0.92874 -0.66250
O 1.30363 -2.30626 -0.73405
N -0.60679 0.93126 -0.83749
H 0.98094 -2.65882 0.10519
H 1.98679 -0.56678 -1.50280
H -0.42545 0.25720 1.81034
H -0.13280 -1.48670 1.53714
H -1.03404 2.91639 -0.51714
H -2.46521 1.90510 -0.83762
H -1.73970 1.89031 0.75381
H -1.31093 -2.32593 -0.65955
H -1.87934 -1.15600 -1.86023
H -2.62676 -1.19953 -0.25017
H 2.43961 1.53285 -0.10812
H 1.56893 1.75999 1.40459
H 3.02397 0.72922 1.36113
*
```


Record 10
DFT (wB97M-V/def2-TZVPD) results for C7H13NO in the gas phase in a non-equilibrium geometry.

Summary:
SMILES: C[C@H]1NC[C@@]2(C)O[C@@]12C
HOMO energy, eV: -9.35
Relative energy (zero: lowest compared OMol25 entry of this formula, charge and spin), eV: 1.739
Frontier orbital gap, eV: 10.32

Geometry as ORCA input:
```
! wB97M-V def2-TZVPD RIJCOSX def2/J DEFGRID3
* xyz 0 1
C 2.48765 0.09025 0.21523
C 1.19633 -0.28494 -0.51655
C -0.67468 -1.60975 -0.21951
C -1.15485 -0.17405 0.05744
C -2.63764 0.18709 -0.08378
C 0.05694 0.64719 -0.16505
C 0.21071 2.14366 -0.35958
H 2.20858 0.47583 1.26630
H 3.16237 -0.88373 0.25637
H 3.09976 0.91775 -0.25476
H 1.38493 -0.37790 -1.62836
H 0.87210 -1.59726 0.96542
H -1.00474 -1.86278 -1.22292
H -1.09994 -2.38588 0.38134
H -2.95333 -0.06667 -1.14861
H -3.19465 -0.42887 0.65259
H -2.85541 1.26603 -0.00316
H 1.15872 2.50145 0.11689
H -0.65597 2.52198 0.13228
H 0.26084 2.38352 -1.43570
N 0.81316 -1.64389 -0.10853
O -0.37277 0.38087 1.13910
*
```